[1]
# C43H32ClN3O25P

A cluster of 7 separate species, C43H32ClN3O25P in total in a non-equilibrium geometry (wB97M-V/def2-TZVPD, the Open Molecules 2025 dataset).

The geometry in ORCA input format:
```
! wB97M-V def2-TZVPD RIJCOSX def2/J DEFGRID3
* xyz 1 1
C -0.118 -3.649 1.653
C -0.653 -2.843 0.949
C -1.150 -1.644 0.357
C -2.478 -1.235 0.585
C -2.816 -0.033 -0.015
P -4.509 0.762 0.114
O -5.544 -0.491 0.341
Cl -4.512 1.769 1.904
C -1.813 0.638 -0.774
C -2.189 2.007 -1.398
N -1.013 2.854 -1.575
N -0.598 0.222 -1.001
N -0.343 -0.934 -0.399
H 0.301 -4.378 2.336
H -3.164 -1.821 1.179
H -5.233 -1.001 1.106
H -2.842 2.571 -0.731
H -2.607 1.828 -2.390
H -0.414 2.520 -2.318
H -0.511 2.959 -0.703
H 0.596 -1.295 -0.549
C -8.116 5.644 2.002
C -8.168 6.976 2.143
C -7.019 7.754 2.717
O -7.119 8.961 2.801
C -5.838 7.018 3.151
C -5.791 5.689 3.013
C -6.930 4.913 2.414
O -6.816 3.704 2.295
O -4.734 4.970 3.397
O -9.229 7.688 1.784
H -8.935 5.074 1.588
H -5.023 7.585 3.579
H -4.959 4.046 3.189
H -9.011 8.618 1.986
C 3.896 -6.715 2.491
C 5.086 -7.119 2.020
C 5.436 -7.000 0.562
O 6.536 -7.366 0.200
C 4.435 -6.456 -0.344
C 3.251 -6.059 0.132
C 2.911 -6.153 1.589
O 1.815 -5.753 1.959
O 2.304 -5.556 -0.664
O 6.018 -7.640 2.802
H 3.632 -6.793 3.537
H 4.687 -6.392 -1.399
H 1.545 -5.357 -0.087
H 6.776 -7.845 2.221
C 6.279 -8.041 -6.155
C 5.388 -7.379 -5.406
C 5.721 -6.909 -4.020
O 4.872 -6.294 -3.392
C 7.036 -7.211 -3.485
C 7.928 -7.876 -4.233
C 7.607 -8.325 -5.630
O 8.465 -8.907 -6.262
O 9.140 -8.178 -3.791
O 4.161 -7.101 -5.845
H 6.052 -8.382 -7.155
H 7.256 -6.882 -2.478
H 9.582 -8.654 -4.521
H 3.720 -6.621 -5.122
C -2.107 7.669 -1.149
C -1.720 6.398 -0.966
C -1.701 5.782 0.415
O -1.365 4.618 0.553
C -2.091 6.613 1.543
C -2.473 7.881 1.349
C -2.517 8.490 -0.019
O -2.890 9.640 -0.127
O -2.835 8.675 2.353
O -1.348 5.641 -2.002
H -2.130 8.126 -2.128
H -2.059 6.164 2.527
H -3.062 9.534 1.943
H -1.099 4.738 -1.687
C 0.217 9.044 3.815
C 0.810 8.103 4.556
C 2.146 8.330 5.200
O 2.620 7.437 5.877
C 2.808 9.606 4.978
C 2.217 10.549 4.232
C 0.868 10.330 3.609
O 0.375 11.229 2.957
O 2.781 11.729 3.997
O 0.257 6.908 4.773
H -0.746 8.892 3.348
H 3.778 9.752 5.433
H 2.151 12.222 3.438
H 0.889 6.426 5.340
C 0.979 -7.950 -2.873
C 0.952 -8.694 -3.988
C -0.327 -9.283 -4.511
O -0.287 -9.931 -5.536
C -1.552 -9.051 -3.755
C -1.521 -8.313 -2.641
C -0.249 -7.701 -2.136
O -0.289 -7.020 -1.125
O -2.612 -8.072 -1.912
O 2.042 -8.957 -4.701
H 1.892 -7.516 -2.487
H -2.463 -9.495 -4.131
H -2.316 -7.519 -1.167
H 1.739 -9.505 -5.450
*
```

As for the electronic energy: -4504.2859 a.u. The calculation puts the energy above the lowest of the compared OMol25 structures with the same formula, charge and spin at 0.0 kJ/mol. Its LUMO energy is -5.33 eV. As for the strongest force on any atom: 0.04739 hartree/bohr. The value obtained for the HOMO-LUMO gap is 5.6 eV. As for the HOMO energy: -10.95 eV.



[2]
# C25H35BrN4O2PtS2

A structure of composition C25H35BrN4O2PtS2 (wB97M-V/def2-TZVPD, the Open Molecules 2025 dataset).

The geometry in ORCA input format:
```
! wB97M-V def2-TZVPD RIJCOSX def2/J DEFGRID3
* xyz 4 5
Pt 8.661 1.979 -1.394
N 9.771 1.192 -3.247
C 11.238 1.398 -3.086
C 11.518 2.591 -2.190
N 10.770 2.516 -0.912
C 11.265 1.549 0.103
C 10.635 0.173 -0.048
N 9.155 0.300 -0.168
H 9.574 0.213 -3.436
H 9.445 1.694 -4.067
H 11.712 1.562 -4.054
H 11.673 0.489 -2.679
H 11.205 3.512 -2.685
H 12.591 2.665 -2.000
H 10.770 3.440 -0.491
H 11.014 1.958 1.082
H 12.353 1.467 0.054
H 10.900 -0.443 0.811
H 10.992 -0.343 -0.936
H 8.750 0.453 0.754
H 8.759 -0.579 -0.491
O -4.256 -0.469 0.430
S -5.490 0.276 0.212
C -6.718 -0.034 1.510
C -7.264 -1.463 1.467
C -8.378 -1.674 2.506
C -7.907 -1.930 3.944
S -7.508 -3.679 4.211
O -6.647 -4.177 3.146
C -8.965 -4.579 4.425
C -9.870 -4.172 5.421
C -10.990 -4.945 5.633
C -11.177 -6.114 4.894
C -10.249 -6.523 3.936
C -9.118 -5.770 3.703
C -6.224 0.014 -1.333
C -7.367 0.759 -1.652
C -7.938 0.569 -2.894
C -7.357 -0.322 -3.794
C -6.202 -1.030 -3.469
C -5.608 -0.859 -2.234
H -7.491 0.722 1.356
H -6.171 0.215 2.422
H -6.453 -2.178 1.615
H -7.684 -1.651 0.478
H -9.015 -2.497 2.177
H -9.030 -0.798 2.542
H -8.669 -1.694 4.686
H -6.992 -1.401 4.214
H -9.697 -3.286 6.018
H -11.713 -4.654 6.382
H -12.054 -6.721 5.077
H -10.412 -7.435 3.378
H -8.375 -6.073 2.977
H -7.790 1.476 -0.958
H -8.824 1.123 -3.171
H -7.806 -0.459 -4.769
H -5.767 -1.716 -4.182
H -4.708 -1.392 -1.957
Br 7.844 4.283 0.449
C 7.616 4.732 -1.370
C 7.169 5.984 -1.737
C 6.996 6.236 -3.090
C 7.260 5.230 -4.010
C 7.707 4.010 -3.551
N 7.899 3.759 -2.243
H 6.963 6.732 -0.986
H 6.652 7.207 -3.419
H 7.122 5.385 -5.070
H 7.903 3.197 -4.234
*
```

As for the electronic energy: -4831.4123 a.u. The calculation puts the energy above the lowest of the compared OMol25 structures with the same formula, charge and spin at 0.0 kJ/mol. Its LUMO energy (alpha / beta) is -7.91 / -11.34 eV. As for the strongest force on any atom: 0.00312 hartree/bohr. The value obtained for the HOMO-LUMO gap (alpha / beta) is 9.2 / 6.2 eV. As for the HOMO energy (alpha / beta): -17.06 / -17.58 eV.



[3]
# C5H6O2S

A structure of composition C5H6O2S in a non-equilibrium geometry (wB97M-V/def2-TZVPD, the Open Molecules 2025 dataset).

The geometry in ORCA input format:
```
! wB97M-V def2-TZVPD RIJCOSX def2/J DEFGRID3
* xyz 0 1
C 0.599 -0.051 -0.026
C -0.102 -1.014 -0.998
C -1.385 0.330 0.273
C -0.188 -0.104 1.215
C -0.264 1.216 -0.350
H 2.614 1.273 0.291
H 0.041 -0.758 -2.118
H 0.201 -2.119 -0.998
H -2.363 0.612 0.467
H -0.190 -1.290 1.411
H 0.127 0.498 2.047
O -1.387 -0.929 -0.469
O -0.073 2.429 -0.618
S 2.371 -0.092 -0.127
*
```

As for the electronic energy: -742.6733 a.u. The calculation puts the energy above the lowest of the compared OMol25 structures with the same formula, charge and spin at 292.9 kJ/mol. Its LUMO energy is 0.54 eV. As for the strongest force on any atom: 0.09838 hartree/bohr. The value obtained for the HOMO-LUMO gap is 9.8 eV. As for the HOMO energy: -9.30 eV.



[4]
# C4H6N4

The molecule C4H6N4 in a non-equilibrium geometry (wB97M-V/def2-TZVPD, the Open Molecules 2025 dataset).

The geometry in ORCA input format:
```
! wB97M-V def2-TZVPD RIJCOSX def2/J DEFGRID3
* xyz 0 1
C 2.144 -0.136 -0.177
C -1.218 1.125 -0.018
C -2.385 0.333 -0.260
C -1.931 -0.922 -0.055
H 4.039 -0.588 -0.778
H 1.526 -0.815 -0.945
H 1.144 0.440 1.552
H -0.944 2.116 -0.240
H -3.363 0.910 -0.096
H -2.759 -1.818 -0.216
N 3.524 -0.073 -0.094
N 1.187 0.386 0.613
N -0.199 0.134 0.241
N -0.763 -1.090 0.473
*
```

As for the electronic energy: -374.8846 a.u. The calculation puts the energy above the lowest of the compared OMol25 structures with the same formula, charge and spin at 464.0 kJ/mol. Its LUMO energy is 0.80 eV. As for the strongest force on any atom: 0.15227 hartree/bohr. The value obtained for the HOMO-LUMO gap is 10.4 eV. As for the HOMO energy: -9.57 eV.



[5]
# C2H4S2

The molecule C2H4S2 in a non-equilibrium geometry (wB97M-V/def2-TZVPD, the Open Molecules 2025 dataset).

The geometry in ORCA input format:
```
! wB97M-V def2-TZVPD RIJCOSX def2/J DEFGRID3
* xyz 0 1
C 0.095 0.312 -0.517
C 0.104 -0.739 0.631
S -1.476 1.169 -1.098
S 0.202 1.985 0.014
H 0.639 -0.001 -1.504
H 0.178 -1.653 0.045
H -0.846 -0.614 1.206
H 1.103 -0.458 1.224
*
```

As for the electronic energy: -874.9321 a.u. The calculation puts the energy above the lowest of the compared OMol25 structures with the same formula, charge and spin at 73.7 kJ/mol. Its LUMO energy is -0.33 eV. As for the strongest force on any atom: 0.05484 hartree/bohr. The value obtained for the HOMO-LUMO gap is 8.2 eV. As for the HOMO energy: -8.55 eV.



Q: Among the records above, which one has the highest strongest force on any atom?
A: C4H6N4



Q: What is the formula in the third record?
A: C5H6O2S



Q: Which of these has the highest strongest force on any atom?
A: C4H6N4